Entry 1:
AlH12O6 | ωB97M-V/def2-TZVPD

Atoms and positions in Å:
Al1 -0.20 0.48 1.21
O1 -0.59 -2.27 0.54
O2 0.70 2.28 -0.67
O3 -2.41 1.95 0.36
O4 1.78 -0.37 -0.71
O5 -1.26 -0.13 -1.34
O6 1.61 -1.31 2.29
H1 -0.80 -0.53 -2.10
H2 2.43 -1.07 -0.53
H3 1.14 3.10 -0.36
H4 -2.21 -0.20 -1.54
H5 -3.04 2.45 0.93
H6 0.03 -2.72 -0.07
H7 -1.38 -2.84 0.59
H8 2.09 0.05 -1.54
H9 -2.54 2.29 -0.55
H10 0.80 2.29 -1.64
H11 2.38 -1.81 1.94
H12 1.47 -1.65 3.20

- 2S+1 = 1
- energy above the lowest of the compared OMol25 structures with the same formula, charge and spin (eV) = 10.996
- LUMO energy (eV) = -19.012
- frontier orbital gap (eV) = 4.42
- net charge = +3

The Löwdin scheme yields these atomic charges, measured in e:
1. Al 1.76
2. O -0.02
3. O -0.03
4. O 0.01
5. O -0.04
6. O -0.05
7. O -0.01
8. H 0.10
9. H 0.10
10. H 0.12
11. H 0.11
12. H 0.13
13. H 0.10
14. H 0.13
15. H 0.10
16. H 0.12
17. H 0.11
18. H 0.12
19. H 0.12

Entry 2:
C4H7N3 | ωB97M-V/def2-TZVPD

Atoms and positions in Å:
N1 2.49 -0.49 0.16
N2 -0.67 1.20 0.12
N3 -2.51 -0.26 -0.08
C1 0.71 1.22 0.15
C2 1.13 -0.08 0.18
C3 -1.12 -0.08 0.11
C4 -0.03 -0.92 0.18
H1 3.05 0.19 -0.34
H2 -0.04 -2.00 0.23
H3 2.60 -1.39 -0.30
H4 -2.70 -0.48 -1.06
H5 -2.88 -1.01 0.49
H6 -1.28 1.99 0.01
H7 1.27 2.14 0.16

- 2S+1 = 1
- energy above the lowest of the compared OMol25 structures with the same formula, charge and spin (eV) = 0.086
- SMILES = Nc1c[nH]c(N)c1
- LUMO energy (eV) = 1.072
- frontier orbital gap (eV) = 8.44
- net charge = 0

The Löwdin scheme yields these atomic charges, measured in e:
1. N 0.06
2. N 0.05
3. N 0.08
4. C -0.09
5. C -0.35
6. C -0.39
7. C 0.00
8. H 0.08
9. H 0.10
10. H 0.07
11. H 0.08
12. H 0.07
13. H 0.15
14. H 0.11

Entry 3:
C60H88B2Cl4N9O20 | ωB97M-V/def2-TZVPD

Atoms and positions in Å:
Cl1 -3.25 -1.28 1.52
Cl2 -3.95 0.05 3.91
Cl3 -4.07 -2.84 3.83
Cl4 -1.51 -1.50 3.84
O1 2.96 2.97 2.10
O2 -1.13 -6.79 0.40
O3 -2.44 7.40 -3.40
O4 -5.72 4.41 -2.93
O5 0.96 4.71 5.52
O6 -0.77 2.86 4.18
O7 1.89 4.75 1.06
O8 -2.93 5.41 -4.70
O9 -4.74 4.58 -5.74
O10 0.61 3.17 2.46
O11 -0.77 8.72 -2.74
O12 1.23 -0.60 8.05
O13 1.98 4.76 3.50
O14 4.57 2.58 0.60
O15 -3.89 5.62 -2.52
O16 -1.50 5.32 -2.71
O17 3.01 4.67 -0.88
O18 0.61 6.17 -2.34
O19 2.91 -4.01 2.22
O20 5.40 -2.55 3.46
N1 -4.83 4.31 1.07
N2 -7.22 0.95 -1.03
N3 -2.97 0.04 -5.60
N4 3.49 -5.32 -0.22
N5 -1.95 5.82 -0.10
N6 3.61 0.87 -3.40
N7 -0.43 0.32 -1.08
N8 -3.96 -5.15 -6.04
N9 6.43 0.90 3.54
C1 -3.06 -3.54 -4.84
C2 2.42 -0.05 7.47
C3 -1.26 7.64 -2.87
C4 1.95 -4.71 2.98
C5 0.26 3.29 3.71
C6 -0.19 -1.05 -1.75
C7 1.95 0.73 6.26
C8 -1.19 7.13 1.45
C9 0.57 -4.53 2.38
C10 -1.79 1.01 -1.29
C11 -2.88 -4.31 -5.96
C12 3.91 -5.28 -2.44
C13 2.68 -6.00 -2.23
C14 -3.15 -1.42 3.25
C15 3.70 0.42 -2.11
C16 0.50 1.29 -1.83
C17 3.54 3.11 0.92
C18 2.85 4.29 0.24
C19 -3.94 2.28 1.24
C20 -4.07 3.50 1.85
C21 3.14 -0.11 -4.25
C22 8.17 -0.17 4.45
C23 -0.53 6.32 -2.58
C24 -1.79 -0.56 -5.95
C25 1.53 -0.21 2.29
C26 -3.12 -5.54 0.89
C27 -4.87 -4.87 -5.06
C28 -0.77 -3.57 -1.90
C29 6.27 -4.54 2.48
C30 1.12 4.35 4.38
C31 -2.75 1.16 -4.87
C32 -1.36 1.28 -4.77
C33 -0.04 0.29 0.40
C34 -1.51 2.49 -1.43
C35 2.99 -0.52 2.68
C36 7.73 0.56 3.37
C37 7.05 -0.24 5.33
C38 -0.01 2.70 -1.47
C39 -4.49 2.41 -0.06
C40 6.06 -3.06 2.31
C41 -1.71 7.93 0.42
C42 6.03 0.46 4.79
C43 -4.17 4.99 -4.76
C44 3.06 -1.27 -3.50
C45 -1.29 5.80 1.11
C46 4.35 -4.92 -1.20
C47 -5.63 -0.56 -0.74
C48 -2.22 7.07 -0.53
C49 -0.79 0.28 -5.53
C50 -5.42 0.06 -1.99
C51 -4.27 -3.93 -4.23
C52 -1.03 -2.22 -1.24
C53 -6.73 0.00 -0.15
C54 -4.98 3.68 -0.15
C55 -2.33 -6.78 1.19
C56 3.52 -0.94 -2.21
C57 1.45 0.14 0.79
C58 2.44 -5.94 -0.88
C59 -4.71 4.94 -3.32
C60 -6.44 0.98 -2.13
B1 1.87 3.96 2.26
B2 -2.67 5.92 -3.34
H1 0.88 -1.27 -1.65
H2 -6.59 1.77 -2.85
H3 -5.84 -5.33 -5.04
H4 -0.58 -0.48 0.93
H5 8.35 0.88 2.55
H6 3.46 -1.61 -1.36
H7 -8.01 1.54 -0.85
H8 -2.08 0.48 -2.19
H9 4.38 -5.00 -3.37
H10 0.20 -3.97 -1.64
H11 2.00 -6.37 -2.98
H12 -3.87 -0.37 -5.80
H13 -2.32 0.67 -0.39
H14 -3.73 3.92 2.78
H15 2.13 -5.76 3.20
H16 -4.66 -3.48 -3.33
H17 0.26 0.16 -5.77
H18 3.84 1.14 -1.32
H19 1.07 0.56 2.91
H20 2.99 0.51 8.21
H21 -2.44 -2.72 -4.52
H22 -2.11 -4.29 -6.71
H23 0.27 -3.51 2.10
H24 -5.54 4.09 -0.98
H25 -0.31 1.31 0.70
H26 5.94 -1.91 3.93
H27 -1.15 -2.35 -0.16
H28 -4.65 -0.29 -2.66
H29 -2.66 -4.62 1.27
H30 5.86 1.46 2.93
H31 1.78 -4.30 3.99
H32 1.52 1.31 -1.48
H33 -1.99 -6.80 2.23
H34 6.42 -4.86 3.51
H35 1.46 -1.03 8.87
H36 -0.43 -0.86 -2.80
H37 3.23 -1.34 2.00
H38 0.42 1.00 -2.87
H39 2.89 0.03 -5.29
H40 0.38 2.93 -0.48
H41 -2.07 3.02 -0.65
H42 -3.64 1.70 -4.60
H43 -2.03 5.04 -0.74
H44 7.09 -4.91 1.86
H45 3.11 -0.86 7.18
H46 5.39 -5.11 2.17
H47 -1.03 4.83 1.48
H48 3.55 -5.02 0.75
H49 3.70 1.82 -3.71
H50 -1.84 -1.44 -6.57
H51 0.86 -1.06 2.45
H52 -0.65 -7.61 0.46
H53 -1.75 9.00 0.31
H54 -4.97 -1.29 -0.29
H55 9.17 -0.54 4.61
H56 3.27 -3.26 2.72
H57 -0.84 2.08 -4.26
H58 1.40 1.61 6.57
H59 -2.58 7.24 -1.53
H60 1.38 0.13 5.56
H61 -0.70 7.57 2.30
H62 -1.49 -4.29 -1.51
H63 -2.91 -7.69 1.03
H64 7.10 -0.80 6.25
H65 7.01 -2.52 2.21
H66 -2.10 2.90 -2.25
H67 -5.16 5.25 1.17
H68 0.38 -5.09 1.46
H69 5.04 0.59 5.18
H70 0.23 3.52 -2.14
H71 -4.08 -5.63 1.40
H72 -4.14 -5.76 -6.81
H73 -2.06 -1.88 -1.46
H74 -0.14 -4.90 3.12
H75 5.23 -4.39 -0.85
H76 5.57 -2.84 1.35
H77 2.91 -0.82 3.72
H78 2.82 1.09 5.70
H79 1.57 -6.37 -0.40
H80 -7.26 -0.24 0.76
H81 -3.43 1.45 1.70
H82 3.68 0.30 2.53
H83 2.77 -2.28 -3.72
H84 -3.33 -5.25 -0.14
H85 1.86 -0.67 0.18
H86 -4.50 1.73 -0.89
H87 -0.86 -3.47 -2.98
H88 2.14 0.93 0.49

- 2S+1 = 1
- LUMO energy (eV) = 1.535
- frontier orbital gap (eV) = 7.07
- net charge = -1

Atomic partial charges in e from the Löwdin method, atoms 1 to 99:
1. Cl 0.63
2. Cl 0.56
3. Cl 0.51
4. Cl 0.60
5. O 0.21
6. O -0.11
7. O 0.20
8. O 0.11
9. O 0.15
10. O 0.12
11. O 0.24
12. O 0.24
13. O 0.14
14. O 0.18
15. O 0.16
16. O -0.09
17. O 0.25
18. O 0.13
19. O 0.20
20. O 0.14
21. O 0.17
22. O 0.20
23. O -0.10
24. O -0.09
25. N 0.04
26. N 0.03
27. N 0.02
28. N 0.04
29. N 0.04
30. N 0.02
31. N -0.16
32. N -0.01
33. N 0.05
34. C -0.14
35. C -0.32
36. C -0.46
37. C -0.29
38. C -0.42
39. C -0.08
40. C -0.08
41. C -0.10
42. C -0.09
43. C -0.07
44. C -0.14
45. C -0.11
46. C -0.11
47. C -2.01
48. C -0.13
49. C -0.08
50. C -0.40
51. C -0.37
52. C -0.13
53. C -0.15
54. C -0.13
55. C -0.11
56. C -0.35
57. C -0.14
58. C -0.23
59. C -0.09
60. C -0.13
61. C -0.06
62. C -0.09
63. C -0.41
64. C -0.10
65. C -0.12
66. C -0.08
67. C -0.15
68. C -0.07
69. C -0.15
70. C -0.14
71. C -0.09
72. C -0.14
73. C -0.31
74. C -0.07
75. C -0.14
76. C -0.40
77. C -0.11
78. C -0.07
79. C -0.17
80. C -0.15
81. C -0.14
82. C -0.12
83. C -0.14
84. C -0.10
85. C -0.23
86. C -0.11
87. C -0.11
88. C -0.31
89. C -0.13
90. C -0.15
91. C -0.15
92. C -0.37
93. C -0.15
94. B -0.92
95. B -0.91
96. H 0.11
97. H 0.11
98. H 0.10
99. H 0.08

Entry 4:
C13H19N2O3 | ωB97M-V/def2-TZVPD

Atoms and positions in Å:
O1 0.35 2.93 -0.98
O2 -2.89 -2.47 -1.19
O3 2.74 -1.08 -0.28
N1 -1.20 -2.09 2.61
N2 -4.17 -4.77 -0.35
C1 3.19 -2.15 0.63
C2 0.06 -1.33 2.25
C3 -2.18 -2.49 1.49
C4 -1.55 4.27 -0.54
C5 2.88 -3.68 0.06
C6 -3.67 -3.66 -0.82
C7 -1.96 -2.12 -0.10
C8 1.87 -0.10 0.38
C9 0.43 -0.90 0.69
C10 -1.12 4.49 -1.97
C11 -0.85 2.97 -0.20
C12 -0.59 -1.29 -0.55
C13 0.30 3.97 -1.96
H1 -1.46 2.11 -0.48
H2 -1.74 3.88 -2.64
H3 -0.60 2.89 0.86
H4 1.78 -3.81 -0.33
H5 -1.20 5.53 -2.29
H6 -1.39 -2.34 3.63
H7 3.70 -3.88 -0.76
H8 1.00 4.75 -1.66
H9 -3.11 -3.11 1.86
H10 -1.16 5.08 0.09
H11 3.07 -4.41 0.96
H12 2.73 -2.10 1.71
H13 0.86 -1.02 3.07
H14 2.30 0.35 1.38
H15 0.60 3.57 -2.94
H16 -2.63 4.22 -0.41
H17 4.36 -2.00 0.77
H18 1.61 0.82 -0.31
H19 -0.35 -1.02 -1.68

- 2S+1 = 1
- LUMO energy (eV) = -5.653
- frontier orbital gap (eV) = 6.47
- net charge = +1

The Löwdin scheme yields these atomic charges, measured in e:
1. O -0.17
2. O -0.04
3. O -0.20
4. N 0.03
5. N 0.16
6. C -0.24
7. C 0.07
8. C 0.09
9. C -0.18
10. C -0.08
11. C -0.14
12. C -0.07
13. C -0.15
14. C -0.02
15. C -0.17
16. C -0.22
17. C 0.16
18. C -0.20
19. H 0.11
20. H 0.12
21. H 0.12
22. H 0.08
23. H 0.12
24. H 0.17
25. H 0.09
26. H 0.12
27. H 0.14
28. H 0.12
29. H 0.09
30. H 0.10
31. H 0.15
32. H 0.15
33. H 0.12
34. H 0.12
35. H 0.15
36. H 0.14
37. H 0.16

Question: What is the 2S+1 in the third record?
Answer: 1

Question: Look up the LUMO energy of the fourth one.
Answer: -5.653 eV

Question: What is the 2S+1 in the third record?
Answer: 1